Below is an isolated molecule of C19H17NO6, with properties calculated with ωB97M-V/def2-TZVPD.

Summary:
ΔE to the lowest compared entry with this formula, charge and spin, kJ/mol: 0.0
HOMO-LUMO gap, eV: 8.9

Cartesian coordinates (Å):
C (2.121, 1.840, 2.996)
H (2.723, 1.925, 3.901)
O (0.890, 1.303, 3.429)
C (-0.116, 1.019, 2.569)
C (-1.296, 0.605, 3.198)
C (-2.415, 0.275, 2.473)
C (-2.386, 0.318, 1.089)
C (-1.228, 0.703, 0.437)
C (-0.094, 1.065, 1.171)
O (1.051, 1.477, 0.474)
C (1.082, 2.776, 0.078)
O (0.185, 3.541, 0.293)
C (2.362, 3.091, -0.631)
H (3.184, 2.508, -0.225)
H (2.565, 4.155, -0.563)
H (2.226, 2.824, -1.679)
C (-1.134, 0.696, -1.079)
N (-0.075, -0.213, -1.491)
C (0.868, 0.203, -2.396)
O (0.956, 1.371, -2.703)
C (1.767, -0.856, -2.978)
H (2.111, -0.504, -3.947)
H (1.257, -1.809, -3.087)
H (2.640, -0.986, -2.340)
C (-0.350, -1.527, -1.080)
C (0.609, -2.402, -0.588)
C (0.227, -3.661, -0.158)
C (-1.102, -4.058, -0.207)
C (-2.063, -3.185, -0.681)
C (-1.694, -1.916, -1.109)
C (-2.707, -0.980, -1.656)
O (-3.777, -1.324, -2.079)
O (-2.350, 0.324, -1.692)
H (-3.105, -3.462, -0.730)
H (-1.384, -5.043, 0.129)
H (0.975, -4.337, 0.228)
H (1.639, -2.093, -0.520)
H (-0.900, 1.695, -1.470)
H (-3.271, 0.071, 0.525)
H (-3.320, -0.021, 2.982)
H (-1.293, 0.575, 4.276)
H (2.625, 1.181, 2.285)
H (1.994, 2.833, 2.557)

Force components x, y, z for each atom (eV/Å):
C 0.4 0.1 0.0
H 0.0 0.0 -0.1
O -0.2 -0.1 0.0
C -0.2 -0.1 -0.2
C 0.1 0.1 -0.1
C 0.1 0.0 0.1
C 0.1 0.1 -0.1
C 0.0 0.0 0.1
C -0.2 0.2 0.2
O -0.2 -0.5 0.2
C 0.1 0.6 -0.1
O 0.0 -0.1 0.0
C -0.1 0.1 0.0
H 0.1 0.0 0.0
H 0.0 0.0 0.1
H 0.1 0.0 0.0
C 0.6 0.6 0.2
N -0.5 0.2 0.1
C 0.1 -0.3 -0.1
O 0.1 0.2 -0.2
C 0.0 0.1 -0.2
H 0.0 0.0 0.0
H 0.1 -0.1 0.0
H 0.1 -0.1 0.1
C -0.2 -0.6 0.0
C -0.1 0.1 0.0
C 0.0 0.0 0.0
C 0.0 0.0 0.0
C 0.0 0.2 0.0
C 0.4 -0.1 -0.1
C -0.3 -0.3 -0.2
O 0.2 0.1 0.2
O -0.4 0.0 -0.2
H -0.1 0.0 0.0
H 0.0 -0.1 0.0
H 0.1 -0.1 0.0
H 0.1 0.1 0.0
H 0.0 -0.4 0.1
H -0.1 0.0 0.0
H -0.1 0.0 0.1
H 0.0 0.0 0.1
H 0.0 0.1 0.1
H 0.0 0.0 0.0

***

Below is a structure of composition C3H6N4O, with properties calculated with ωB97M-V/def2-TZVPD.

Summary:
ΔE to the lowest compared entry with this formula, charge and spin, kJ/mol: 1021.9
HOMO-LUMO gap, eV: 8.7

Cartesian coordinates (Å):
C (-1.999, 1.144, -0.275)
C (1.432, 1.126, 0.242)
C (0.736, -1.876, -0.025)
H (-2.200, 1.880, -1.162)
H (-3.040, 1.019, 0.554)
H (2.229, 1.939, 0.042)
H (-0.118, 0.028, 0.852)
H (1.923, -2.674, 0.037)
H (-0.463, -2.415, -1.583)
N (-0.816, 1.026, 0.205)
N (0.312, 1.596, -0.264)
N (0.743, -0.957, 1.198)
N (-0.531, -1.893, -0.823)
O (1.790, 0.056, 1.003)

Force components x, y, z for each atom (eV/Å):
C -2.0 2.7 1.7
C 0.5 2.0 -0.5
C -3.1 -0.3 -1.4
H 0.4 -1.6 1.4
H 3.6 -0.4 -2.9
H -0.6 -2.2 0.5
H -0.7 -3.1 1.4
H -3.9 2.5 -0.9
H 0.8 -3.7 -4.1
N -1.6 -2.0 1.1
N 1.7 0.0 -0.3
N -2.9 1.3 -3.5
N 6.9 3.7 8.9
O 0.9 1.2 -1.4

***

Below is a structure of composition C28H20I3IrN5O, with properties calculated with ωB97M-V/def2-TZVPD.

Summary:
Net charge: +1
ΔE to the lowest compared entry with this formula, charge and spin, kJ/mol: 129.1
HOMO-LUMO gap, eV: 6.7

Cartesian coordinates (Å):
Ir (-0.082, 0.119, -0.090)
I (5.058, -0.595, -0.476)
C (3.498, -1.933, -0.742)
C (3.770, -3.278, -1.042)
C (2.769, -4.187, -1.252)
I (3.271, -6.151, -1.738)
C (1.413, -3.780, -1.156)
C (0.295, -4.609, -1.385)
C (-0.969, -4.096, -1.309)
C (-1.142, -2.754, -0.956)
N (-0.135, -1.953, -0.696)
C (1.147, -2.435, -0.816)
C (2.195, -1.485, -0.639)
O (1.901, -0.229, -0.394)
H (4.804, -3.588, -1.118)
H (0.452, -5.648, -1.639)
H (-1.835, -4.711, -1.500)
H (-2.135, -2.332, -0.881)
I (-2.406, -0.503, 1.232)
C (-1.592, 0.164, 3.026)
C (-2.377, 0.131, 4.140)
C (-1.839, 0.580, 5.360)
C (-0.558, 1.044, 5.393)
C (0.256, 1.076, 4.233)
C (1.573, 1.576, 4.318)
C (2.351, 1.597, 3.202)
C (1.855, 1.128, 1.972)
C (0.581, 0.631, 1.805)
C (-0.249, 0.606, 2.983)
H (-3.395, -0.231, 4.097)
H (-2.446, 0.559, 6.254)
H (-0.131, 1.404, 6.320)
H (1.938, 1.936, 5.271)
H (3.365, 1.973, 3.247)
H (2.535, 1.142, 1.134)
C (-2.218, 1.149, -5.215)
N (-2.842, 0.815, -3.934)
C (-4.242, 0.390, -3.926)
C (-2.086, 0.560, -2.898)
N (-1.440, 0.369, -1.958)
H (-2.867, 1.849, -5.739)
H (-2.075, 0.257, -5.827)
H (-1.258, 1.627, -5.036)
H (-4.824, 1.117, -4.490)
H (-4.609, 0.367, -2.904)
H (-4.357, -0.595, -4.382)
N (2.040, 7.119, -1.196)
C (1.677, 6.045, -1.021)
C (1.221, 4.700, -0.804)
C (0.289, 4.422, 0.189)
C (-0.115, 3.116, 0.364)
N (0.343, 2.113, -0.399)
C (1.235, 2.383, -1.362)
C (1.697, 3.663, -1.595)
H (-0.103, 5.202, 0.824)
H (-0.829, 2.845, 1.128)
H (1.584, 1.542, -1.942)
H (2.425, 3.839, -2.373)

Force components x, y, z for each atom (eV/Å):
Ir -0.2 -0.1 -0.2
I 0.0 0.0 0.0
C -0.2 -0.1 0.0
C 0.1 0.0 0.0
C -0.1 0.0 0.0
I 0.0 0.0 0.0
C 0.1 0.1 0.0
C 0.0 -0.1 0.0
C 0.0 0.0 -0.1
C -0.1 0.1 0.0
N 0.5 0.0 1.0
C 0.1 0.0 -0.2
C -0.1 -0.1 0.1
O -0.4 0.5 -0.7
H 0.0 0.0 0.0
H 0.0 0.0 0.0
H 0.0 0.0 0.0
H 0.0 -0.1 0.0
I -0.1 0.7 -0.3
C 0.1 -0.1 0.1
C 0.0 0.0 -0.1
C 0.1 0.0 0.0
C 0.0 0.0 0.0
C 0.0 0.0 0.0
C 0.0 0.0 -0.1
C 0.0 0.1 0.2
C 0.0 -0.2 -0.3
C 0.2 -0.8 0.3
C 0.0 0.1 -0.1
H 0.0 0.0 0.0
H 0.0 0.0 0.0
H 0.0 0.0 0.0
H 0.0 0.0 0.0
H 0.0 0.0 0.0
H 0.0 0.0 0.0
C 0.0 0.0 0.0
N 0.0 0.1 0.0
C 0.0 0.0 0.0
C -0.1 0.0 0.1
N 0.6 -0.2 -0.2
H 0.0 0.0 0.0
H 0.0 0.0 0.0
H 0.0 0.0 0.0
H 0.0 0.0 0.0
H 0.0 0.0 0.0
H 0.0 0.0 0.0
N 0.0 0.0 0.0
C 0.0 0.0 0.0
C 0.0 0.0 0.0
C 0.0 0.0 0.0
C -0.1 -0.1 -0.1
N -0.1 0.2 0.5
C -0.1 0.0 0.0
C 0.0 0.0 0.0
H 0.0 0.0 0.0
H 0.0 0.0 0.0
H 0.1 0.0 0.0
H 0.0 0.0 0.0

***

Below is an isolated molecule of C4H7NO, with properties calculated with ωB97M-V/def2-TZVPD.

Summary:
ΔE to the lowest compared entry with this formula, charge and spin, kJ/mol: 244.9
HOMO-LUMO gap, eV: 10.4

Cartesian coordinates (Å):
C (-0.787, -0.641, 0.221)
C (-1.085, 0.589, -0.619)
C (1.530, 0.178, -0.102)
C (0.571, -0.429, 0.883)
H (-0.753, -1.516, -0.433)
H (-1.573, -0.804, 0.975)
H (-1.998, 0.524, -1.191)
H (-1.137, 1.483, 0.029)
H (2.595, 0.222, 0.101)
H (0.442, 0.273, 1.740)
H (0.993, -1.371, 1.234)
N (1.262, 0.709, -1.218)
O (-0.060, 0.783, -1.620)

Force components x, y, z for each atom (eV/Å):
C -0.2 -0.1 0.0
C 0.8 0.2 0.2
C 0.0 0.2 0.2
C -0.2 0.5 0.2
H -0.1 0.0 0.0
H 0.2 0.0 -0.3
H -0.2 -0.1 -0.1
H 0.1 -0.2 -0.2
H 0.0 -0.2 0.2
H 0.3 -0.6 -0.4
H 0.0 0.1 0.2
N -0.2 0.1 -0.3
O -0.5 0.0 0.2

***

- Which of these has the highest ΔE to the lowest compared entry with this formula, charge and spin?
  C3H6N4O

***

- Which value of ΔE to the lowest compared entry with this formula, charge and spin does entry 4 give?
  244.9 kJ/mol